22
Properties=species:S:1:pos:R:3:forces:R:3 method="wB97M-V/def2-TZVPD" smiles=CCC.CCC homo_ev=-10.57 lumo_ev=1.06 spin_multiplicity=1 homo_lumo_gap_ev=11.6 max_force_ha_per_bohr=0.0983
C 0.163 -2.748 -0.971 1.6 0.4 -0.9
C 0.906 -1.855 -2.092 -4.7 0.0 0.3
C -0.961 1.388 1.286 3.8 1.1 0.4
C -0.123 2.703 1.064 -0.1 -0.5 1.6
C 0.519 -0.257 -2.027 -1.5 -3.8 3.0
C -0.537 0.834 2.624 -1.3 -1.6 1.4
H -0.663 -0.318 -1.775 2.9 0.8 -1.0
H 1.848 -2.240 -2.023 3.2 0.3 0.6
H -0.626 0.623 0.589 -0.3 0.3 -0.7
H -0.356 2.875 0.036 0.1 1.6 -0.6
H -0.916 1.532 3.383 0.1 -0.5 0.3
H -0.906 -2.977 -0.923 0.0 1.3 -0.1
H 0.653 -2.304 -0.122 -0.8 -0.1 1.2
H 0.635 -2.322 -3.047 -0.5 0.8 -0.3
H 1.059 0.311 -1.231 -0.5 -0.7 -0.4
H 0.844 0.097 -2.937 -0.1 1.3 -2.1
H -0.333 3.528 1.896 0.0 -1.6 -2.2
H -1.114 -0.134 2.638 0.6 0.6 1.0
H 0.548 -3.760 -0.999 0.6 -0.3 -0.3
H -1.991 1.631 1.137 -0.8 -0.3 0.4
H 0.549 0.582 2.919 -1.5 0.7 -1.3
H 0.967 2.480 1.151 -0.8 0.1 -0.1

***

22
Properties=species:S:1:pos:R:3:forces:R:3 method="wB97M-V/def2-TZVPD" smiles=CC(C)C.CC homo_ev=-11.07 lumo_ev=1.08 spin_multiplicity=1 homo_lumo_gap_ev=12.1 max_force_ha_per_bohr=0.0168
C -1.701 0.341 -2.063 0.3 -0.3 0.8
C 0.804 0.659 2.631 0.1 0.1 0.1
C 1.638 -0.130 0.359 -0.4 -0.5 0.1
C -0.249 -1.397 1.517 0.1 0.7 0.4
C 0.450 -0.028 1.316 -0.5 -0.5 0.1
C -0.645 0.550 -3.126 0.2 -0.3 -0.2
H -1.814 -0.708 -1.755 -0.2 0.1 -0.5
H 1.760 0.745 -0.278 0.3 0.2 0.3
H 1.456 -0.960 -0.317 0.0 -0.2 -0.3
H -0.972 0.082 -4.053 -0.1 0.1 -0.2
H -2.631 0.749 -2.435 -0.4 -0.1 0.2
H 0.074 0.444 3.410 -0.2 0.1 0.0
H 0.309 0.073 -2.902 0.1 0.1 0.3
H -0.844 -1.339 2.429 -0.1 -0.1 0.0
H -0.960 -1.582 0.703 0.5 -0.3 0.0
H 0.476 -2.197 1.662 -0.1 -0.2 -0.2
H 0.819 1.742 2.477 0.2 -0.1 0.2
H -0.483 1.613 -3.307 0.1 0.0 -0.1
H 2.534 -0.386 0.933 0.1 0.3 -0.3
H -0.328 0.569 0.857 -0.1 0.4 -0.2
H 1.763 0.343 3.053 0.1 0.0 -0.2
H -1.455 0.817 -1.111 0.0 0.4 -0.2

***

22
Properties=species:S:1:pos:R:3:forces:R:3 method="wB97M-V/def2-TZVPD" smiles=CCC.CCC homo_ev=-11.24 lumo_ev=1.12 spin_multiplicity=1 homo_lumo_gap_ev=12.4 max_force_ha_per_bohr=0.0376
C 2.252 1.120 0.816 0.1 -0.3 -1.6
C -2.700 -0.741 -0.706 1.1 -1.2 -1.1
C -1.578 -1.032 0.306 -0.7 1.1 1.1
C -1.753 -0.104 1.530 0.3 0.1 -0.3
C 1.413 0.422 -1.534 0.7 -1.1 0.0
C 2.449 0.212 -0.421 -0.6 -0.2 -0.1
H -3.150 0.236 -0.583 -0.2 0.0 0.3
H 1.769 0.559 1.616 0.3 0.4 0.2
H -1.754 0.955 1.205 -0.3 -0.5 0.3
H 1.625 1.937 0.480 -0.4 0.3 0.3
H -1.603 -2.063 0.683 0.2 0.2 -0.5
H -3.412 -1.576 -0.589 -0.2 0.7 -0.6
H 3.201 1.587 1.036 0.2 -0.1 0.8
H 1.487 1.456 -1.861 0.2 -0.1 -0.7
H 1.670 -0.388 -2.291 -0.7 1.5 0.3
H 3.366 0.415 -0.970 0.5 -0.1 0.6
H 0.395 0.311 -1.201 -0.4 -0.3 0.1
H -0.980 -0.198 2.276 0.7 -0.1 0.1
H -0.642 -0.796 -0.168 0.5 -0.4 0.1
H -2.231 -0.730 -1.742 -0.9 -0.3 1.0
H -2.637 -0.364 2.103 -0.5 0.3 -0.3
H 2.442 -0.845 -0.118 0.2 0.3 -0.1

***

22
Properties=species:S:1:pos:R:3:forces:R:3 method="wB97M-V/def2-TZVPD" smiles=CC(C)C.CC homo_ev=-11.07 lumo_ev=1.11 spin_multiplicity=1 homo_lumo_gap_ev=12.2 max_force_ha_per_bohr=0.0297
C 0.377 1.093 1.693 0.2 -1.0 -0.3
C -1.482 -0.164 0.548 -0.1 -0.3 0.2
C 0.292 -1.443 1.872 0.3 0.3 0.0
C 1.202 -0.141 -2.843 -1.4 -0.7 0.0
C -0.527 -0.150 1.752 -0.3 0.5 -0.4
C -0.036 0.768 -2.622 0.8 -0.1 -0.7
H -1.162 -0.043 2.630 0.0 0.0 0.2
H 1.741 -0.283 -1.913 0.5 0.2 -0.1
H -0.906 0.153 -2.437 -0.3 0.1 0.3
H 0.844 -1.140 -3.127 0.0 0.1 0.1
H -0.038 -2.011 2.735 0.0 -0.3 0.0
H 1.788 0.148 -3.703 0.6 0.4 0.3
H -1.786 0.851 0.308 0.1 0.1 -0.3
H -0.175 2.020 1.545 0.0 0.0 0.3
H -0.226 1.346 -3.526 -0.1 0.0 0.0
H 0.119 1.484 -1.818 -0.1 -0.1 0.1
H -1.049 -0.677 -0.312 0.2 0.4 -0.1
H 0.221 -2.037 0.965 -0.2 -0.2 0.0
H 1.009 1.080 2.578 0.0 0.5 0.2
H 1.366 -1.250 1.990 -0.2 0.1 0.2
H -2.407 -0.701 0.745 -0.1 -0.2 0.3
H 1.058 0.968 0.852 0.1 0.1 -0.2

***

27
Properties=species:S:1:pos:R:3:forces:R:3 method="wB97M-V/def2-TZVPD" homo_ev=-7.78 lumo_ev=0.90 spin_multiplicity=1 homo_lumo_gap_ev=8.7 max_force_ha_per_bohr=0.0131
Au -0.684 -0.569 -0.134 -0.1 0.3 0.4
O 0.533 -1.141 -2.531 0.2 -0.1 -0.1
N -0.434 -0.950 -4.538 -0.1 -0.2 -0.5
N 0.844 -1.386 1.286 -0.5 -0.1 -0.4
N -0.894 0.833 2.993 -0.3 -0.1 0.0
C -1.094 0.611 -2.810 0.0 0.0 0.3
C -0.256 -0.557 -3.255 0.2 0.0 -0.1
C -1.937 0.214 -1.583 0.0 0.0 -0.1
C 0.392 1.365 2.564 0.1 -0.1 0.1
C 1.937 -0.541 1.781 0.4 0.3 0.3
C 1.508 0.378 2.923 -0.1 0.1 -0.4
H 0.430 1.576 1.484 0.0 0.1 0.1
H -1.715 0.962 -3.643 0.0 0.0 0.1
H 2.396 0.923 3.240 0.1 0.0 0.1
H -1.624 1.521 2.840 0.0 -0.1 0.0
H -1.134 0.028 2.415 -0.1 0.2 0.0
H 1.224 -2.087 0.656 0.0 -0.1 0.1
H -0.416 1.418 -2.528 0.0 0.0 -0.1
H 0.009 -1.801 -4.845 0.0 0.1 0.0
H 2.302 0.053 0.940 0.0 0.0 0.0
H 0.545 2.304 3.102 0.1 0.0 -0.1
H -1.089 -0.496 -5.152 0.0 -0.1 0.2
H -2.491 1.097 -1.263 0.0 0.0 0.2
H 2.768 -1.165 2.140 -0.1 0.1 -0.1
H 0.410 -1.868 2.069 0.0 -0.1 -0.1
H 1.161 -0.220 3.769 0.1 0.0 0.1
H -2.691 -0.504 -1.919 0.0 -0.1 0.2

***

40
Properties=species:S:1:pos:R:3:forces:R:3 method="wB97M-V/def2-TZVPD" total_charge=-1 homo_ev=-4.16 lumo_ev=1.33 spin_multiplicity=1 homo_lumo_gap_ev=5.5 max_force_ha_per_bohr=0.1086
Sr 0.003 0.845 0.142 0.9 1.8 2.5
Br 2.726 1.879 0.656 0.1 -0.7 -0.7
O 0.732 -1.141 -1.368 2.5 1.5 -0.2
O 0.744 4.904 1.540 0.8 -1.1 -1.4
O -1.731 -1.162 1.093 1.2 0.8 -1.9
O -1.131 5.429 0.812 -1.5 -0.4 -2.1
O 1.181 -1.382 1.316 1.0 -1.8 0.8
O 1.094 2.307 3.567 1.6 -0.1 0.7
O 2.590 -2.269 2.730 -1.0 -0.5 -1.6
O 0.581 1.629 -2.250 -1.1 -0.8 -0.3
O -0.912 2.580 4.227 -0.8 -0.1 1.0
O -0.454 1.170 2.708 -1.3 -2.8 -2.4
O -0.404 3.391 0.514 -0.6 -1.9 -2.0
O -2.033 -2.199 2.945 0.6 0.0 -0.3
N -0.239 4.570 0.847 1.0 2.8 4.8
N 1.864 -2.334 1.739 -1.0 3.0 0.6
N -2.417 -1.618 1.950 -0.4 -0.6 2.7
N -0.069 1.996 3.546 0.0 2.4 0.1
C -0.122 -2.068 -1.803 -3.8 -2.5 0.5
C 1.601 -0.570 -2.327 0.0 0.7 -2.2
C 1.778 -3.587 0.966 1.7 -0.4 0.4
C -3.852 -1.526 1.838 -1.7 0.5 0.0
C 0.902 0.568 -3.133 1.0 0.3 1.8
C 0.120 2.791 -2.919 0.5 0.9 0.7
H 1.554 1.061 -3.854 0.2 -0.8 -0.6
H -4.078 -1.927 0.850 -0.5 -0.2 0.3
H 0.002 0.123 -3.557 -0.2 0.2 -0.5
H -0.601 2.676 -3.728 -0.3 -0.7 0.2
H -1.098 -1.674 -2.088 -0.3 0.6 -0.3
H 2.577 -0.346 -1.897 -0.4 0.5 0.4
H -4.243 -0.512 1.923 0.7 0.4 -0.5
H 1.783 -1.258 -3.153 0.2 -0.8 0.2
H -4.295 -1.976 2.727 0.1 -0.7 -0.6
H 0.970 3.313 -3.359 0.2 0.1 0.1
H -0.391 -2.665 -0.931 0.0 -0.2 0.3
H 2.542 -4.159 1.492 -0.5 -0.8 -0.2
H 0.781 -4.026 0.933 0.2 0.3 0.2
H 0.039 -2.831 -2.565 1.5 0.4 -0.4
H -0.286 3.391 -2.105 -0.1 0.3 -0.3
H 2.192 -3.393 -0.023 -0.4 0.2 -0.1

***

26
Properties=species:S:1:pos:R:3:forces:R:3 method="wB97M-V/def2-TZVPD" homo_ev=-6.24 lumo_ev=-0.48 spin_multiplicity=1 homo_lumo_gap_ev=5.8 max_force_ha_per_bohr=0.0614
Br -1.450 29.594 -12.134 0.3 -0.4 -0.3
O -0.780 27.900 -16.767 1.4 1.5 0.1
O 2.300 26.540 -13.099 -0.2 1.1 -2.1
N 0.259 25.849 -14.963 2.0 -1.5 -1.9
C 2.463 25.305 -13.757 1.4 2.0 -0.5
C 2.010 26.495 -11.746 -0.7 -0.9 1.3
C 0.056 29.104 -16.438 -1.7 -0.6 0.2
C -0.074 26.822 -17.345 -1.2 -0.1 1.7
C 1.148 24.802 -14.258 -1.2 -1.5 1.0
C 0.876 26.145 -16.341 0.6 2.0 -0.7
H -0.675 25.525 -15.171 -0.5 -0.5 0.4
H 2.911 26.139 -11.245 -0.1 0.1 0.6
H 1.281 23.952 -14.927 0.0 0.3 -0.3
H 1.330 25.350 -16.933 -0.3 -0.9 1.0
H 3.185 24.736 -13.171 -1.1 -1.3 0.4
H 0.388 29.633 -17.331 0.6 -0.6 -0.1
H -0.589 29.842 -15.961 -0.5 -0.4 0.1
H 0.767 28.869 -15.645 0.5 0.0 -0.5
H 1.582 27.408 -11.330 0.8 0.6 -0.6
H 0.438 27.027 -18.286 0.3 0.2 0.1
H 0.141 26.705 -14.440 0.2 0.8 0.6
H 3.110 25.442 -14.623 0.0 0.8 -0.3
H -0.881 26.119 -17.551 0.0 -0.2 -0.4
H 1.697 26.836 -16.148 0.0 0.0 0.2
H 0.627 24.362 -13.408 -0.6 0.5 -0.1
H 1.162 25.842 -11.539 0.0 -0.7 0.0

***

33
Properties=species:S:1:pos:R:3:forces:R:3 method="wB97M-V/def2-TZVPD" total_charge=+1 homo_ev="-13.93 / -13.93" lumo_ev="-6.95 / -6.29" spin_multiplicity=2 homo_lumo_gap_ev="7.0 / 7.6" max_force_ha_per_bohr=0.1296
V 2.907 1.404 -1.973 -2.5 -5.3 3.2
Cl 0.824 0.979 -3.243 2.7 0.7 1.4
S 0.525 -1.799 0.686 -0.9 -0.1 0.6
S 1.399 2.507 1.180 -2.6 0.5 2.2
O 3.344 -0.002 -1.274 -0.8 4.8 -2.9
O 1.164 -0.615 0.056 -1.1 -2.2 1.3
O 2.072 2.138 -0.073 1.0 0.2 -1.4
O 1.226 3.917 1.512 1.1 -2.3 -0.9
O -0.024 -2.792 -0.505 3.1 0.7 3.3
O -0.091 1.867 1.131 1.8 -0.2 0.6
O 1.213 -2.588 1.715 -0.9 1.4 -2.4
C -1.121 -1.330 1.425 1.1 -0.6 0.1
C -2.313 2.373 0.247 -0.7 -1.1 -0.4
C -0.665 -2.227 -1.613 -0.9 -2.5 -1.4
C -0.648 -3.504 -2.569 -0.5 0.6 -1.1
C -0.863 1.986 -0.051 -1.0 2.2 -1.6
C 2.062 1.464 2.621 -0.9 0.4 -2.1
H -2.862 1.458 0.470 -0.2 0.2 0.6
H -0.180 -4.396 -2.152 0.3 0.5 0.5
H 3.147 1.491 2.519 -0.1 0.3 0.5
H -1.623 -1.985 -1.153 -0.5 0.6 -1.2
H -2.812 2.730 -0.654 0.4 -0.1 -0.4
H -0.956 -0.954 2.435 0.4 0.9 -0.4
H -2.546 3.169 0.955 0.7 -0.3 0.4
H -1.664 -0.694 0.727 0.1 0.1 0.4
H -1.568 -3.912 -2.986 -0.6 0.6 0.5
H -1.670 -2.230 1.704 0.1 -0.4 -0.8
H -0.766 1.157 -0.752 0.0 -0.6 0.7
H 1.708 0.462 2.379 0.1 0.0 -0.1
H -0.118 -1.439 -2.131 -0.1 0.2 0.6
H 1.549 1.800 3.522 0.5 0.4 -0.1
H -0.125 -3.253 -3.492 0.4 0.1 0.2
H -0.525 2.820 -0.667 0.7 0.2 0.2

***

35
Properties=species:S:1:pos:R:3:forces:R:3 method="wB97M-V/def2-TZVPD" smiles="O=S(=O)(F)N(F)P(O)O.CNC(C)=O.CNC(C)=O" homo_ev=-9.31 lumo_ev=0.23 spin_multiplicity=1 homo_lumo_gap_ev=9.5 max_force_ha_per_bohr=0.0245
S -0.275 -0.283 -0.392 -0.4 0.4 1.1
P -3.253 -0.517 -0.570 -0.7 0.1 -0.8
F -1.587 0.107 -2.487 -0.1 0.4 0.0
F 0.916 -0.586 -1.342 -0.3 -0.1 -0.5
O -1.260 3.733 -2.959 0.0 0.0 0.0
O -0.205 1.093 -0.072 0.3 0.4 -0.6
O -0.258 -1.244 0.637 0.0 -0.5 0.0
O -1.081 -3.519 5.417 0.0 0.0 0.0
O -3.104 -1.693 0.505 0.1 0.0 0.1
O -3.129 0.708 0.456 0.2 0.0 0.2
N -1.614 -0.649 -1.313 0.9 -0.6 0.2
N 0.595 2.501 -3.222 0.0 0.1 -0.1
N 1.133 -3.250 5.181 0.0 0.0 -0.1
C 1.880 2.137 -3.784 -0.2 -0.1 0.2
C 2.358 -2.880 4.500 -0.1 -0.1 0.3
C -0.191 3.568 -3.524 0.0 -0.1 0.1
C 0.313 4.524 -4.581 0.0 0.0 0.0
C -0.337 -2.626 3.321 -0.1 -0.1 0.2
C -0.145 -3.167 4.717 -0.1 0.0 0.0
H -0.421 5.313 -4.707 0.0 0.0 0.0
H 2.884 -2.105 5.061 0.0 0.0 -0.1
H 2.189 2.856 -4.536 0.0 0.0 0.0
H -1.399 -2.618 3.097 0.0 0.0 0.0
H -3.209 1.557 0.005 0.0 0.2 0.0
H 0.044 -1.609 3.242 0.1 0.0 -0.1
H -3.752 -2.373 0.297 0.0 -0.3 0.1
H 1.199 -3.617 6.117 0.0 0.0 0.0
H 0.448 4.010 -5.533 0.1 0.0 0.0
H 1.824 1.151 -4.248 0.1 0.0 -0.1
H 0.172 -3.254 2.589 0.0 0.1 -0.1
H 3.016 -3.746 4.406 0.0 0.0 -0.1
H 2.143 -2.501 3.507 0.0 0.0 0.0
H 2.639 2.106 -3.000 0.1 0.0 -0.1
H 1.262 4.968 -4.278 0.0 0.0 -0.1
H 0.203 1.906 -2.508 0.0 0.0 0.1

***

28
Properties=species:S:1:pos:R:3:forces:R:3 method="wB97M-V/def2-TZVPD" total_charge=+2 homo_ev=-15.18 lumo_ev=-7.24 spin_multiplicity=1 homo_lumo_gap_ev=7.9 max_force_ha_per_bohr=0.0764
Rb -0.732 3.652 0.913 0.3 -0.1 -0.5
Rb -2.817 0.504 3.389 -0.2 -0.6 -0.5
Rb 1.077 1.524 4.105 0.6 -0.2 -0.2
F -0.334 0.967 1.787 -0.5 0.6 1.0
O -2.014 -0.929 0.802 0.2 1.5 1.1
O 1.931 1.751 0.646 -0.3 1.4 1.5
C -1.535 -1.804 -0.150 0.8 -3.8 -0.2
C 2.051 1.596 -0.753 1.2 -1.9 0.1
C 0.777 0.806 -1.199 1.0 -0.2 -0.2
C -2.674 -2.785 -0.358 0.1 -0.4 -0.5
C -0.169 -2.571 0.283 -0.9 1.3 0.5
C 2.488 2.926 -1.330 -2.1 -0.6 -0.4
H -3.491 -2.262 -0.856 0.0 -0.1 -0.2
H -2.315 -3.611 -0.972 -0.3 0.0 -0.2
H -3.101 -3.212 0.549 0.4 0.1 0.3
H -1.352 -1.370 -1.133 0.2 0.6 0.1
H 0.917 0.145 -2.054 0.3 0.4 -0.3
H 1.482 3.346 -1.317 0.0 1.4 -0.5
H 0.093 -3.447 -0.311 -0.2 0.4 -0.4
H 1.158 1.264 0.941 -0.4 -0.3 0.3
H 2.867 0.876 -0.811 0.1 -0.2 -0.7
H 2.777 2.813 -2.374 0.3 0.3 0.2
H 0.677 0.102 -0.373 -0.4 0.0 -0.1
H -0.119 -2.907 1.318 -0.9 -0.3 0.2
H -0.174 1.313 -1.367 0.1 0.5 0.2
H -1.265 -0.361 0.997 0.3 0.8 0.4
H 0.655 -1.859 0.330 0.2 0.1 -0.7
H 3.141 3.534 -0.703 0.2 -0.5 -0.2